# 1
13
Properties=species:S:1:pos:R:3:forces:R:3 method="wB97M-V/def2-TZVPD" relative_energy_kcal_mol=104.75 gap_ev=8.58 charge=0 spin_multiplicity=1 molar_mass_g_mol=105.2
C -1.9848 0.4381 2.4058 -1.3598 -1.9781 0.6020
C -0.1243 -0.7813 -0.2833 -2.1120 -2.0964 -0.2553
H -1.0552 0.6632 2.9924 -1.1906 0.2902 -0.4936
H -2.7865 -0.1303 3.1317 1.7007 2.0373 -1.6420
H -2.4040 1.3280 1.7614 0.7662 -1.5700 1.6778
H -2.4202 -0.8499 0.8839 1.5687 -0.0075 0.7326
H -0.6663 -1.9077 -0.7800 1.1600 3.2771 2.3558
H 1.1895 -1.6999 -1.7432 -0.6626 5.0319 2.5468
H 2.3475 1.0253 -0.5523 0.8908 0.4340 0.7889
N -1.5575 -0.7068 1.4965 -1.6120 2.2742 -0.6080
N -0.5342 -0.0471 0.7122 1.0783 -2.7788 -2.6142
N 0.9658 -0.5805 -1.1125 -0.0748 -5.7211 -2.3201
S 1.6457 0.8107 -1.6314 -0.1528 0.8073 -0.7707

***

# 2
13
Properties=species:S:1:pos:R:3:forces:R:3 method="wB97M-V/def2-TZVPD" smiles="[H]/N=C(/N)NSC" relative_energy_kcal_mol=1.51 gap_ev=9.71 charge=0 spin_multiplicity=1 molar_mass_g_mol=105.2
H 0.5810 2.1801 -0.2153 0.2560 -0.8545 0.0486
N 1.3460 1.5247 0.0051 -0.3872 0.6314 0.3250
C 1.1755 0.3150 -0.3118 -0.5147 0.1111 -1.0821
N 2.2356 -0.5734 -0.2381 0.2203 0.0033 0.3602
N 0.0303 -0.3082 -0.8758 0.0682 0.2506 0.4358
S -1.4829 0.3979 -0.9169 -0.1715 0.8785 0.0568
C -2.1163 -0.1245 0.6742 -0.6491 -0.3021 0.9116
H 1.9997 -1.4775 0.1240 -0.3210 -0.4191 -0.0558
H 2.9359 -0.1667 0.3579 0.4393 0.1809 -0.1037
H 0.1510 -0.9718 -1.6118 0.5271 -0.4503 -0.0569
H -2.4851 -1.1405 0.5965 0.2002 -0.4014 0.0127
H -1.3251 -0.0955 1.4651 -0.7914 0.3347 -0.6590
H -3.0456 0.4405 0.9469 1.1238 0.0370 -0.1931

***

# 3
14
Properties=species:S:1:pos:R:3:forces:R:3 method="wB97M-V/def2-TZVPD" smiles="N/N=C(/CS)NS" relative_energy_kcal_mol=22.21 gap_ev=9.35 charge=0 spin_multiplicity=1 molar_mass_g_mol=137.2
N -0.1357 -2.1218 -0.8316 1.2659 -0.4068 -1.6203
N -0.4943 -1.3277 0.1822 -0.3846 0.6638 0.9478
C -0.1982 -0.0934 0.1412 0.3858 0.3637 0.0473
C -0.5780 0.7612 1.2977 0.6815 0.2974 0.0696
S 1.0066 1.3985 2.0536 -0.6181 -0.3905 0.0492
N 0.5195 0.5393 -0.9124 0.0516 -0.4932 0.1637
S -0.3736 0.7171 -2.3477 0.1894 0.3645 -0.0295
H 0.8110 -1.9608 -1.1955 -0.3895 0.5796 -0.0550
H -0.1349 -3.0796 -0.5704 -0.5169 -0.7261 0.5473
H -1.1339 1.6307 0.9924 -0.2140 0.3518 -0.3158
H -1.1906 0.1862 1.9641 0.0664 -0.2976 0.5807
H 0.4146 2.1590 2.9815 0.0386 0.0982 -0.0162
H 1.1420 1.3047 -0.6515 -0.5755 -0.2088 -0.1233
H 0.3456 -0.1134 -3.1036 0.0195 -0.1959 -0.2457

***

# 4
13
Properties=species:S:1:pos:R:3:forces:R:3 method="wB97M-V/def2-TZVPD" relative_energy_kcal_mol=105.40 gap_ev=9.04 charge=+1 spin_multiplicity=1 molar_mass_g_mol=87.1
C -0.0412 -0.3951 -1.1905 3.8947 -2.2265 -1.4981
C 0.0492 0.8368 0.8243 -0.0933 7.0490 -0.4142
N -1.1313 0.1723 2.6353 1.8492 1.1732 -1.9249
N -1.0540 0.2653 1.3824 -3.1690 -2.6567 1.6087
N 0.6615 -1.1627 -2.0288 -1.4048 0.9801 0.4854
N 0.6341 0.2256 -0.2916 1.9167 0.1314 0.9587
H -1.0563 -0.3760 -1.2345 -2.8568 0.1318 0.1253
H 0.7939 1.1499 1.5093 0.9219 0.0902 0.7513
H -0.4171 2.2587 0.3505 1.0470 -3.9062 1.3466
H -1.9866 -0.2985 2.9011 -0.6335 -0.1958 -0.3186
H 0.1969 -1.8242 -2.6337 0.3826 0.2090 -0.2559
H 1.6533 -1.0032 -1.9933 0.2517 -0.7833 -0.5354
H 1.6978 0.1511 -0.2306 -2.1064 0.0036 -0.3288

***

# 5
14
Properties=species:S:1:pos:R:3:forces:R:3 method="wB97M-V/def2-TZVPD" relative_energy_kcal_mol=162.51 gap_ev="6.19 / 5.99" charge=+1 spin_multiplicity=1 molar_mass_g_mol=103.1
C -0.3647 -1.1528 -0.8356 -1.1782 -1.0749 -0.8377
C -1.7061 -1.3357 -0.0938 0.8629 1.4196 -0.0348
N -0.1692 -1.3093 -2.0646 0.4059 0.0718 -0.3081
N -1.2388 -1.3739 1.2495 2.0742 -0.4401 -0.1611
N 0.6097 -0.9825 0.1400 2.3201 -0.2508 1.0265
N 1.7290 1.5582 0.5152 1.2549 -0.2501 -0.2317
O 0.1720 -1.2060 1.2856 -2.1299 0.5716 -1.5879
H -2.2502 -0.4302 -0.3378 -0.5156 0.2889 0.2730
H -2.3008 -2.1908 -0.3115 -0.1830 -0.8350 -0.5369
H 0.7625 -1.2303 -2.5377 -0.8418 0.1731 1.1266
H -1.5807 -1.2850 2.1679 -0.8382 0.1537 1.0390
H 1.9676 0.9326 1.3586 0.1176 1.4358 -2.1570
H 2.0942 2.5295 0.6870 -0.6585 -1.3895 0.0693
H 2.2061 1.2733 -0.4054 -0.6904 0.1260 2.3209

***

# 6
14
Properties=species:S:1:pos:R:3:forces:R:3 method="wB97M-V/def2-TZVPD" relative_energy_kcal_mol=135.81 gap_ev="8.83 / 8.07" charge=+1 spin_multiplicity=1 molar_mass_g_mol=103.1
C -0.8899 0.5353 -0.1263 0.7632 1.2022 0.0919
C -0.0308 -1.6769 -0.3021 0.8269 2.3561 -1.9892
N 1.5089 0.1810 -0.4236 -2.7585 -1.7584 -1.4717
N -1.0043 -0.7874 0.0265 0.9909 2.8576 -1.2866
N -1.9052 1.4886 -0.0582 -0.2156 -0.4895 -0.3121
N 2.5144 0.6722 0.2005 -1.1534 2.8529 2.7827
O 0.3518 1.0114 -0.2550 -0.5263 1.3645 0.0389
H 0.2363 -1.8292 -1.3131 0.4101 0.5533 -0.8904
H -0.0413 -2.5082 0.2198 -0.0030 -3.8319 2.8464
H -1.7727 -1.0940 0.4897 -2.9388 -1.1677 1.6501
H -2.9073 1.2053 0.1753 2.2136 0.3173 -0.6185
H -1.8139 2.4883 -0.4392 0.3384 -2.3853 0.9176
H 3.3434 0.3442 -0.1361 2.6586 -0.9802 -1.1550
H 2.5568 1.4566 0.8794 -0.6060 -0.8909 -0.6041

***

# 7
15
Properties=species:S:1:pos:R:3:forces:R:3 method="wB97M-V/def2-TZVPD" relative_energy_kcal_mol=34.09 gap_ev=7.88 charge=+1 spin_multiplicity=1 molar_mass_g_mol=135.2
C 0.2910 0.6849 0.9044 0.3583 0.3976 -0.8528
C -1.2172 -1.6053 -1.1046 -1.1061 -0.9471 0.5429
N -0.1492 -0.0583 1.9377 1.9204 -3.1088 0.7153
N -0.3231 -1.7491 -1.9685 2.4323 1.7230 0.0499
N 0.6804 -0.1696 -0.0113 0.5660 1.5543 -1.2296
N 0.3344 2.1136 0.9077 -0.3291 -2.1472 0.7688
O 1.2090 0.3647 -1.2686 0.5714 1.2836 0.8854
S -2.3483 -1.6878 -0.0935 0.1655 0.2837 -0.2086
H 0.1178 -1.0964 2.1064 -0.1959 2.8384 -1.1057
H -0.8277 0.1949 2.5478 -2.2187 1.6169 2.0362
H 0.5306 -1.1068 -1.7199 -0.9002 -1.0073 -0.9544
H -0.3791 -2.1495 -2.9002 -0.4384 -0.1039 0.2262
H 0.1075 2.6359 1.7801 0.1829 -0.9403 -1.1700
H 0.0607 2.5491 0.0383 0.0774 0.0105 0.1140
H 1.9132 1.0797 -1.1558 -1.0857 -1.4535 0.1823

***

# 8
14
Properties=species:S:1:pos:R:3:forces:R:3 method="wB97M-V/def2-TZVPD" relative_energy_kcal_mol=82.25 gap_ev=9.68 charge=0 spin_multiplicity=1 molar_mass_g_mol=101.1
H 1.3232 1.1685 1.2177 -0.7072 1.1301 1.2357
N 0.7530 1.4134 2.0862 -0.3203 -1.6025 -1.2696
C -0.4664 1.0744 1.8403 1.5615 0.0706 0.3814
N -1.0077 0.7043 0.6027 1.2592 -0.1930 2.0371
C -0.4673 0.1337 -0.5843 -0.7511 0.7954 -0.3655
N -1.3141 0.2164 -1.5445 1.3856 -2.1010 -3.0646
H -1.0771 -0.2814 -2.5574 -0.1023 1.6055 3.8083
N 0.8679 -0.4103 -0.4749 -1.6911 1.1420 2.4997
N 1.0939 -1.2937 -1.4968 0.9201 -5.4723 -1.5306
H -1.2010 1.0353 2.7085 0.7104 0.4546 -1.3382
H -1.9791 0.8393 0.7218 -1.1254 -0.4254 -1.3469
H 0.9916 -0.6672 0.5641 0.0226 -0.2650 -2.1058
H 0.2642 -2.1907 -1.4642 3.5008 2.9097 -0.0337
H 2.2190 -1.7422 -1.6192 -4.6629 1.9515 1.0929

***

# 9
14
Properties=species:S:1:pos:R:3:forces:R:3 method="wB97M-V/def2-TZVPD" smiles="[H]/N=N/N=N/[H].[H]/N=C/C" relative_energy_kcal_mol=116.28 gap_ev=9.28 charge=0 spin_multiplicity=1 molar_mass_g_mol=101.1
H 1.7147 1.0035 -2.0734 -0.1947 -0.5177 -0.3899
N 0.7390 1.2524 -1.9220 -0.6136 1.4029 0.4805
N -0.0315 0.3531 -2.2884 2.6703 -0.4075 -1.0543
N -1.1205 -0.0650 -2.1410 -1.8353 -1.3145 1.7212
N -2.1322 -0.4287 -2.7488 -0.3077 0.6553 -1.5016
H -2.6947 -1.0815 -2.2072 0.3239 0.1718 0.5786
H 0.6724 1.7014 0.2030 -0.0183 -0.3661 -0.0771
N 0.5405 1.2791 1.1219 -0.0395 0.7410 0.2202
C 0.5219 0.0257 1.1458 0.0116 -0.3816 -0.0842
C 0.3220 -0.7107 2.4258 0.0319 0.0815 0.0655
H 0.6465 -0.6273 0.2663 0.0218 0.2460 -0.1067
H 1.1885 -1.3353 2.6288 0.0879 -0.1553 0.0729
H -0.5454 -1.3589 2.3483 -0.1441 -0.1903 0.0237
H 0.1790 -0.0078 3.2410 0.0056 0.0346 0.0511

***

# 10
16
Properties=species:S:1:pos:R:3:forces:R:3 method="wB97M-V/def2-TZVPD" gap_ev="8.35 / 8.36" charge=+2 spin_multiplicity=1 molar_mass_g_mol=133.1
C 0.4338 0.5790 0.2762 -0.2290 0.7412 0.5183
C -1.3701 -4.2764 -1.9486 2.5518 1.3382 -0.9804
N -0.0588 0.8595 1.6844 0.0011 0.5755 -1.2928
N 0.9812 1.7214 -0.2119 1.7763 1.3639 1.1297
N -0.3274 -3.7200 -2.4258 1.1468 0.4903 3.3389
N -0.1549 2.1428 2.0637 -3.0838 -0.2382 -3.1248
N 0.8601 2.9373 0.0963 -0.2210 0.0475 -0.2329
O 0.4337 -0.4842 -0.2092 -0.3150 -1.3159 -0.1381
O -2.2886 -4.7272 -1.5416 -2.4783 -1.2644 1.1206
H 0.3839 0.2837 2.3741 0.7387 -0.5891 0.0587
H -0.2003 -3.7562 -3.3911 0.4862 0.0354 -2.1729
H 0.4729 -3.3929 -1.7737 -1.7089 -0.6649 -1.3481
H -1.1324 2.4437 2.0520 0.3012 0.2229 -0.2613
H 0.2339 2.3922 2.8842 2.0900 0.7480 3.5174
H 1.6624 3.5936 0.4593 -1.2199 -1.7918 -1.1191
H 0.0704 3.4036 -0.3884 0.1639 0.3012 0.9869

***

# 11
17
Properties=species:S:1:pos:R:3:forces:R:3 method="wB97M-V/def2-TZVPD" smiles="COCN1N[NH+]=NN1N=O" relative_energy_kcal_mol=109.26 gap_ev=7.84 charge=+1 spin_multiplicity=1 molar_mass_g_mol=147.1
C -2.1809 -1.2838 0.3500 -0.8525 2.3133 -0.0487
O -0.9057 -0.8746 0.8981 -1.7881 -0.8000 0.0679
C 0.1328 -0.9371 0.0044 -0.8791 -0.9768 -1.0793
N 0.3624 0.3488 -0.5633 0.4085 1.2331 -1.0090
N 1.4852 0.3772 -1.5184 -0.4440 -0.7950 2.7357
N 2.3531 1.3615 -0.8416 -2.5499 -1.0000 -1.2510
N 1.7849 1.8505 0.2005 -0.0419 0.5355 1.0896
N 0.6325 1.3764 0.4052 2.6243 -1.0180 -3.2986
N -0.7298 1.1307 1.4904 -0.5364 2.0021 3.1980
O -0.3675 1.2689 2.5339 -1.1179 -0.5622 -0.6185
H -1.9895 -2.0716 -0.3755 -0.5072 -0.4705 0.5569
H -2.6868 -0.4382 -0.2041 0.8339 -0.5844 0.2341
H -2.8472 -1.3946 1.2160 0.3461 -0.9920 -0.4353
H 0.8564 -1.2858 0.6628 2.5095 -0.9300 0.2547
H -0.1382 -1.5577 -0.8917 0.7683 0.0467 1.0568
H 0.9213 0.6877 -2.2676 0.7609 1.7558 -1.7228
H 3.3170 1.4416 -1.0991 0.4654 0.2423 0.2696

***

# 12
18
Properties=species:S:1:pos:R:3:forces:R:3 method="wB97M-V/def2-TZVPD" relative_energy_kcal_mol=7.18 gap_ev="8.13 / 8.11" charge=+1 spin_multiplicity=1 molar_mass_g_mol=163.1
C 0.1688 -0.8530 -0.3983 -0.3501 0.5737 -0.3977
C -1.7899 0.5760 -0.0350 1.2605 3.2309 -1.0220
N 1.5461 0.9509 0.3196 1.0633 0.2673 1.6293
N 0.5191 -2.0770 -0.6985 -3.6385 -1.2177 0.7790
N -3.0845 0.7551 -0.0035 -1.4078 -4.1159 -0.5213
N -1.0857 1.6808 0.1238 2.1846 -1.8543 0.2082
N -1.1946 -0.5623 -0.4811 -1.5057 -2.2594 0.6046
N 3.7888 0.0158 0.6727 0.7703 -0.1598 0.7002
O 3.5392 -0.4928 -0.3517 -0.4192 -0.6105 -1.7083
O 4.6952 -0.0449 1.4074 1.2609 -0.0687 0.8709
O 2.1556 0.7782 1.2990 -1.9669 0.6495 -1.5214
H 1.4551 -2.2813 -0.8853 1.7619 -0.2296 0.1225
H -0.1319 -2.9431 -0.6138 1.2560 1.9347 -0.6751
H -3.5286 1.6223 0.0867 -0.4106 1.2709 0.2724
H -3.6719 -0.0759 -0.1717 0.1737 1.0417 0.1820
H -1.3683 2.5973 0.2616 -1.6712 1.5153 0.4200
H -0.0815 1.6143 0.2515 0.3629 -0.4653 -0.3221
H -1.9310 -1.2605 -0.7834 1.2759 0.4970 0.3788

***

Please write out number 1 again, unchanged.
13
Properties=species:S:1:pos:R:3:forces:R:3 method="wB97M-V/def2-TZVPD" relative_energy_kcal_mol=104.75 gap_ev=8.58 charge=0 spin_multiplicity=1 molar_mass_g_mol=105.2
C -1.9848 0.4381 2.4058 -1.3598 -1.9781 0.6020
C -0.1243 -0.7813 -0.2833 -2.1120 -2.0964 -0.2553
H -1.0552 0.6632 2.9924 -1.1906 0.2902 -0.4936
H -2.7865 -0.1303 3.1317 1.7007 2.0373 -1.6420
H -2.4040 1.3280 1.7614 0.7662 -1.5700 1.6778
H -2.4202 -0.8499 0.8839 1.5687 -0.0075 0.7326
H -0.6663 -1.9077 -0.7800 1.1600 3.2771 2.3558
H 1.1895 -1.6999 -1.7432 -0.6626 5.0319 2.5468
H 2.3475 1.0253 -0.5523 0.8908 0.4340 0.7889
N -1.5575 -0.7068 1.4965 -1.6120 2.2742 -0.6080
N -0.5342 -0.0471 0.7122 1.0783 -2.7788 -2.6142
N 0.9658 -0.5805 -1.1125 -0.0748 -5.7211 -2.3201
S 1.6457 0.8107 -1.6314 -0.1528 0.8073 -0.7707